[1]
Density functional theory data (ωB97M-V/def2-TZVPD) for 8 unconnected molecules or ions with the total composition C24H42O24 in a non-equilibrium geometry.

Structure (XYZ):
```
90
Properties=species:S:1:pos:R:3:lowdin_charge:R:1
C 5.642 22.545 -2.751 -0.052
O 6.037 21.593 -3.783 -0.045
C 6.876 20.472 -3.446 -0.369
O 7.316 20.224 -2.251 0.040
O 7.292 19.866 -4.616 -0.026
C 7.755 18.477 -4.560 -0.013
H 4.800 23.175 -3.040 0.097
H 6.470 23.236 -2.592 0.085
H 5.321 22.137 -1.793 0.062
H 7.016 17.965 -3.944 0.090
H 8.721 18.247 -4.111 0.077
H 7.811 17.948 -5.512 0.087
C 14.379 14.499 -0.869 -0.058
O 13.824 15.735 -1.169 -0.003
C 12.556 15.901 -1.492 -0.610
O 11.668 15.070 -1.329 0.116
O 12.444 17.086 -2.003 0.028
C 11.425 17.513 -2.815 -0.060
H 13.857 14.105 0.003 0.097
H 15.386 14.664 -0.487 0.095
H 14.315 13.839 -1.735 0.104
H 11.446 18.599 -2.900 0.099
H 10.406 17.244 -2.536 0.096
H 11.611 17.141 -3.823 0.093
C 9.281 20.571 -7.948 -0.053
O 8.773 19.686 -8.904 -0.014
C 7.946 20.116 -9.899 -0.556
O 7.464 21.247 -9.998 0.098
O 7.640 19.106 -10.681 0.008
C 6.901 19.261 -11.875 -0.046
H 8.562 20.694 -7.138 0.094
H 9.397 21.558 -8.397 0.096
H 10.241 20.211 -7.580 0.081
H 7.182 20.142 -12.452 0.097
H 5.830 19.384 -11.719 0.096
H 7.048 18.366 -12.480 0.094
C 6.734 18.143 -0.314 -0.021
O 5.778 17.036 -0.373 -0.072
C 5.949 15.805 0.309 -0.488
O 6.924 15.609 1.036 0.095
O 5.064 14.904 -0.189 -0.039
C 4.957 13.542 0.314 -0.019
H 6.219 19.062 -0.034 0.084
H 7.103 18.133 -1.339 0.071
H 7.489 17.941 0.446 0.080
H 5.708 13.000 -0.260 0.096
H 3.900 13.280 0.262 0.094
H 5.327 13.455 1.336 0.088
C 0.644 24.137 0.481 -0.028
O 1.760 23.680 1.255 -0.016
C 3.005 23.674 0.772 -0.530
O 3.326 23.972 -0.367 0.097
O 3.868 23.251 1.816 -0.044
C 5.321 23.259 1.524 -0.021
H 0.548 23.703 -0.515 0.093
H 0.833 25.208 0.409 0.097
H -0.261 23.946 1.056 0.095
H 5.620 22.738 0.614 0.062
H 5.635 22.523 2.264 0.097
H 5.768 24.238 1.695 0.096
O 10.281 17.490 -6.538 0.128
C 11.137 17.371 -7.399 -0.523
O 11.731 18.367 -8.102 0.048
C 12.604 17.769 -9.039 -0.134
C 12.914 16.442 -8.423 -0.123
O 11.801 16.217 -7.582 0.082
H 12.134 17.697 -10.020 0.134
H 13.412 18.491 -9.150 0.139
H 13.759 16.588 -7.750 0.135
H 13.213 15.705 -9.168 0.139
O 3.627 20.318 0.673 0.143
C 3.276 20.052 -0.473 -0.487
O 2.186 19.335 -0.811 0.075
C 2.172 18.985 -2.148 -0.146
C 3.103 20.031 -2.705 -0.126
O 3.890 20.478 -1.620 0.025
H 2.500 17.960 -2.322 0.134
H 1.169 18.969 -2.573 0.136
H 2.569 20.924 -3.030 0.140
H 3.627 19.547 -3.529 0.136
O 9.341 19.619 0.732 0.178
C 9.388 20.699 0.259 -0.627
O 8.550 21.653 0.602 0.048
C 8.511 22.749 -0.204 -0.135
C 9.565 22.364 -1.228 -0.097
O 10.144 21.172 -0.706 0.086
H 7.490 22.742 -0.585 0.105
H 8.908 23.467 0.513 0.145
H 10.332 23.132 -1.333 0.130
H 9.171 22.092 -2.207 0.119
```

Properties
Energy relative to the best compared isomer or geometry (same formula, charge and spin) (eV): 4.341
Electronic energy (eV): -74704.914
Orbital gap (eV): 10.34
2S+1: 1
HOMO energy (eV): -9.966

[2]
Density functional theory data (ωB97M-V/def2-TZVPD) for a molecular structure, C16H14BCl5N6Os in a non-equilibrium geometry.

Structure (XYZ):
```
43
Properties=species:S:1:pos:R:3:lowdin_charge:R:1
H 0.458 3.540 0.485 0.126
N 0.046 1.910 -0.801 -0.215
B -0.472 0.421 -2.858 -0.452
N -0.057 1.783 -2.207 -0.004
C 0.340 2.935 -2.755 -0.007
Os 0.918 0.495 0.196 1.321
H 0.398 3.021 -3.822 0.142
C 0.628 3.874 -1.747 0.002
H 0.933 4.898 -1.863 0.120
C 0.389 3.226 -0.545 -0.084
H -0.425 0.504 -4.046 0.130
C -2.741 -3.004 2.820 -0.035
H -2.138 -3.145 3.712 0.028
H -2.496 -2.053 2.358 -0.023
H -2.552 -3.809 2.116 0.023
N -1.907 0.047 -2.370 0.021
N 0.507 -0.704 -2.375 -0.008
N -2.200 0.011 -1.048 0.139
N 0.589 -1.026 -1.001 -0.215
C -3.020 -0.279 -3.074 0.083
C 1.341 -1.511 -3.038 -0.002
H -3.049 -0.280 -4.164 0.166
H 1.433 -1.416 -4.097 0.140
C -4.028 -0.591 -2.156 0.114
C 1.957 -2.410 -2.141 0.005
C -3.433 -0.415 -0.893 -0.048
C 1.442 -2.111 -0.889 -0.093
H -5.046 -0.901 -2.326 0.144
H 2.644 -3.201 -2.371 0.119
H -3.846 -0.581 0.103 0.141
H 1.607 -2.526 0.093 0.128
H -3.747 -3.004 3.075 -0.004
Cl 3.063 0.788 0.146 0.725
C 2.695 0.740 1.982 -0.545
C 1.302 0.681 2.111 -0.414
C 0.752 0.559 3.434 -0.681
Cl -0.965 0.451 3.572 0.718
C 1.634 0.501 4.535 -0.657
Cl 0.941 0.459 6.113 0.750
C 3.061 0.501 4.335 -0.660
Cl 4.112 0.418 5.669 0.786
C 3.614 0.611 3.026 -0.667
Cl 5.318 0.591 2.704 0.741
```

Properties
Energy relative to the best compared isomer or geometry (same formula, charge and spin) (eV): 3.282
Electronic energy (eV): -91494.430
Orbital gap (spin up / spin down) (eV): 6.22 / 4.26
2S+1: 5
HOMO energy (spin up / spin down) (eV): -13.494 / -14.606
Net charge: +2

[3]
Density functional theory data (ωB97M-V/def2-TZVPD) for 3 unconnected molecules or ions with the total composition C23H37N3O5 in a non-equilibrium geometry.

Structure (XYZ):
```
68
Properties=species:S:1:pos:R:3:lowdin_charge:R:1
C 3.241 0.521 0.094 -0.013
C 2.971 1.633 -0.704 -0.159
C 1.466 2.165 -0.751 -0.115
C 0.547 0.928 -0.535 -0.086
C -0.255 0.671 0.656 -0.198
O -0.281 1.588 1.722 -0.096
C -1.044 2.748 1.326 -0.240
C -2.499 2.451 0.824 -0.085
C -1.096 -0.522 0.841 0.092
C -1.139 -1.500 -0.227 -0.041
C -0.335 -1.234 -1.428 -0.006
C 0.483 -0.065 -1.627 -0.086
C 1.246 0.112 -2.953 -0.110
C 2.471 -0.523 -3.274 0.015
C -0.608 -2.465 -2.343 -0.368
O -0.041 -2.632 -3.389 0.115
N -1.559 -3.286 -1.665 0.151
C -1.937 -2.822 -0.343 -0.360
O -2.698 -3.325 0.427 0.128
H 3.159 0.638 1.207 0.079
H 3.562 -0.480 -0.301 0.069
H 3.772 2.177 -1.269 0.104
H 1.259 2.719 -1.700 0.127
H 1.361 2.822 0.163 0.091
H -1.148 3.389 2.246 0.130
H -0.542 3.382 0.552 0.105
H -3.155 1.959 1.593 0.086
H -2.560 1.894 -0.142 0.076
H -2.977 3.457 0.633 0.085
H -1.677 -0.687 1.772 0.133
H 0.770 0.807 -3.705 0.118
H 3.415 -0.050 -2.902 0.058
H 2.488 -1.447 -3.909 0.069
H -2.403 -3.525 -2.190 0.156
C 3.898 4.626 1.039 -0.105
O 5.041 4.334 0.255 -0.199
C 5.457 5.387 -0.603 -0.206
C 6.340 6.450 0.076 -0.432
C 5.555 7.426 0.947 -0.073
N 7.398 5.837 0.887 0.038
H 3.183 5.259 0.505 0.094
H 4.193 5.096 1.980 0.077
H 3.408 3.682 1.283 0.072
H 6.052 4.907 -1.386 0.121
H 4.593 5.842 -1.105 0.118
H 6.814 7.036 -0.718 0.135
H 5.232 6.981 1.888 0.064
H 6.174 8.290 1.199 0.077
H 4.670 7.796 0.421 0.078
H 7.975 5.255 0.284 0.072
H 6.952 5.168 1.512 0.069
C -5.370 -4.844 -0.384 -0.119
O -6.566 -5.585 -0.206 -0.191
C -6.383 -6.990 -0.118 -0.209
C -6.000 -7.492 1.287 -0.433
C -4.537 -7.246 1.642 -0.071
N -6.847 -6.895 2.325 0.036
H -4.643 -5.379 -1.002 0.087
H -4.933 -4.592 0.582 0.060
H -5.626 -3.908 -0.884 0.087
H -7.352 -7.427 -0.378 0.119
H -5.671 -7.337 -0.877 0.118
H -6.157 -8.576 1.300 0.133
H -4.332 -6.201 1.875 0.066
H -4.258 -7.829 2.522 0.076
H -3.879 -7.549 0.823 0.079
H -7.817 -7.136 2.134 0.070
H -6.820 -5.886 2.194 0.069
```

Properties
Electronic energy (eV): -39149.299
Orbital gap (eV): 6.86
2S+1: 1
HOMO energy (eV): -7.676

[4]
Density functional theory data (ωB97M-V/def2-TZVPD) for 2 unconnected molecules or ions with the total composition C4H5N3 in a non-equilibrium geometry.

Structure (XYZ):
```
12
Properties=species:S:1:pos:R:3:lowdin_charge:R:1
C -0.578 1.304 0.020 -0.271
C -1.188 -0.992 -0.185 -0.235
C 1.056 0.007 -1.178 0.117
C -0.453 -0.016 0.461 -0.459
N -0.676 2.401 -0.339 0.168
N -1.858 -1.745 -0.750 0.183
N 0.211 -0.346 1.576 0.113
H 1.381 1.016 -1.030 0.024
H 1.539 -0.808 -0.667 0.034
H 0.556 -0.294 -2.156 0.082
H -0.322 -1.036 2.175 0.148
H 0.332 0.509 2.074 0.097
```

Properties
Energy relative to the best compared isomer or geometry (same formula, charge and spin) (eV): 4.345
Electronic energy (eV): -8695.467
Orbital gap (spin up / spin down) (eV): 8.34 / 8.34
2S+1: 1
HOMO energy (spin up / spin down) (eV): -8.812 / -8.813